Record 1
The molecule CHN3, computed with ωB97M-V/def2-TZVPD.

Last column: Mulliken charge in e.
Element x y z (Å)
H -1.92 0.18 0.01  0.31
N -1.20 -0.56 0.00  -0.44
N -0.24 0.18 -0.01  0.03
C 1.03 0.06 0.01  0.48
N 2.33 0.13 0.00  -0.38

Calculated values
Relative energy (zero: lowest compared OMol25 entry of this formula, charge and spin) = 90.2 kcal per mole
LUMO level (alpha / beta) = -0.0602 / -0.0602 Ha
SMILES string = [H]/N=N/C#N
HOMO energy (alpha / beta) = -10.0 / -10.0 eV
Orbital gap (alpha / beta) = 0.30559 / 0.30561 hartree



Record 2
A 6-piece molecular cluster, C27H49F3O13 overall, computed with ωB97M-V/def2-TZVPD.

Last column: Mulliken charge in e.
Element x y z (Å)
O 4.58 2.36 4.50  -0.59
C 3.93 1.97 3.50  0.22
O 3.07 2.78 2.67  -0.38
C 2.10 1.88 2.04  -0.31
C 2.84 0.49 1.63  0.40
C 3.48 0.46 0.13  -0.50
C 4.43 -0.82 -0.02  -0.81
C 5.95 -0.45 -0.41  0.78
F 6.47 0.58 0.41  -0.23
F 6.71 -1.65 -0.15  -0.31
F 6.04 -0.18 -1.80  -0.24
C 3.93 0.48 2.84  0.03
O 3.44 -0.63 3.66  -0.55
H 1.10 1.75 2.61  0.03
H 1.91 2.37 1.01  0.17
H 2.08 -0.36 1.61  0.24
H 4.00 1.46 -0.14  0.33
H 2.62 0.37 -0.63  0.23
H 4.53 -1.42 0.97  0.25
H 4.03 -1.59 -0.79  0.44
H 5.02 0.35 2.49  0.33
H 4.17 -1.29 3.63  0.36
C -4.24 3.59 2.26  -1.19
C -3.45 2.30 2.34  -0.30
O -2.34 2.32 1.43  -0.17
C -1.14 2.84 1.71  0.81
C -1.00 3.72 2.92  -1.25
O -0.20 2.67 0.96  -0.47
H -3.64 4.45 2.55  0.32
H -5.12 3.55 2.91  0.41
H -4.57 3.77 1.23  0.28
H -3.12 2.07 3.35  0.39
H -4.09 1.47 2.03  0.21
H -1.15 4.76 2.63  0.32
H 0.02 3.61 3.32  0.32
H -1.67 3.46 3.74  0.38
C -2.53 -3.29 -0.49  -0.74
C -2.67 -3.44 1.01  -0.42
O -2.70 -2.16 1.66  -0.38
C -3.81 -1.42 1.82  0.80
C -5.05 -1.78 1.04  -0.50
O -3.78 -0.44 2.54  -0.67
H -3.38 -2.76 -0.93  0.16
H -2.45 -4.27 -0.97  0.31
H -1.63 -2.71 -0.73  0.26
H -3.54 -4.04 1.28  0.33
H -1.80 -3.97 1.40  0.36
H -5.05 -1.21 0.11  0.13
H -5.92 -1.50 1.64  0.37
H -5.15 -2.84 0.83  0.08
C -2.94 2.03 -4.07  -1.05
C -3.37 0.84 -3.23  -0.17
O -2.27 -0.05 -3.00  -0.40
C -1.39 0.09 -1.98  0.71
C -1.35 1.38 -1.23  -0.67
O -0.60 -0.80 -1.75  -0.59
H -2.18 2.63 -3.55  0.26
H -3.79 2.67 -4.29  0.37
H -2.49 1.69 -5.01  0.30
H -3.85 1.13 -2.30  0.19
H -4.11 0.26 -3.79  0.37
H -0.61 2.04 -1.68  0.22
H -1.05 1.17 -0.20  0.12
H -2.31 1.89 -1.16  0.36
C -4.39 -7.43 -2.67  -0.98
C -4.54 -7.58 -1.17  -0.44
O -4.57 -6.31 -0.52  -0.35
C -5.68 -5.57 -0.35  0.88
C -6.91 -5.92 -1.14  -1.27
O -5.66 -4.59 0.36  -0.62
H -5.23 -6.89 -3.11  0.27
H -4.30 -8.40 -3.15  0.38
H -3.49 -6.84 -2.90  0.29
H -5.41 -8.19 -0.90  0.38
H -3.67 -8.11 -0.77  0.34
H -6.92 -5.35 -2.07  0.28
H -7.79 -5.64 -0.55  0.36
H -7.01 -6.98 -1.35  0.37
C 8.88 4.96 -0.19  -0.96
C 7.39 5.19 -0.35  -0.29
O 7.03 5.23 -1.74  -0.38
C 6.74 4.13 -2.47  0.69
C 7.09 2.78 -1.92  -0.70
O 6.27 4.25 -3.58  -0.59
H 9.18 3.99 -0.59  0.26
H 9.16 5.00 0.87  0.35
H 9.45 5.72 -0.73  0.31
H 6.79 4.47 0.20  0.28
H 7.14 6.18 0.05  0.31
H 8.08 2.50 -2.28  0.31
H 6.36 2.05 -2.30  0.24
H 7.05 2.72 -0.84  0.17

Calculated values
LUMO level = 0.0148 Ha
SMILES string = O=C1OC[C@@H](CCC(F)(F)F)[C@@H]1O.CCOC(C)=O.CCOC(C)=O.CCOC(C)=O.CCOC(C)=O.CCOC(C)=O
HOMO energy = -9.6 eV
Orbital gap = 0.36889 hartree



Record 3
The molecule C9H9NO3S, computed with ωB97M-V/def2-TZVPD.

Last column: Mulliken charge in e.
Element x y z (Å)
C 2.76 -0.61 0.96  0.18
C 0.63 -1.02 -0.20  0.49
C -0.34 -0.48 -1.05  0.32
C -0.01 -1.72 0.95  -0.53
C 1.91 -0.39 -0.13  -0.70
C -1.53 -0.15 -0.24  0.06
C -0.97 -0.50 1.17  -0.34
C -0.16 0.72 1.43  -0.53
C -0.19 0.08 -2.44  -1.13
N 3.29 -0.70 1.97  -0.52
O -1.46 3.07 1.16  -0.65
O 0.24 2.47 -0.48  -0.57
O -1.79 1.22 -0.34  -0.50
S -0.72 2.07 0.53  1.13
H -0.64 -2.68 0.55  0.29
H 0.73 -2.03 1.78  0.39
H 2.17 0.31 -0.96  0.27
H -2.45 -0.80 -0.54  0.35
H -1.63 -0.68 1.94  0.60
H 0.64 0.86 2.25  0.44
H -1.15 -0.07 -3.03  0.34
H 0.83 -0.16 -2.95  0.30
H -0.15 1.19 -2.31  0.33

Calculated values
Relative energy (zero: lowest compared OMol25 entry of this formula, charge and spin) = 114.3 kcal per mole
LUMO level (alpha / beta) = -0.0562 / -0.0508 Ha
HOMO energy (alpha / beta) = -8.2 / -9.5 eV
Orbital gap (alpha / beta) = 0.24586 / 0.29655 hartree



Record 4
C8H11NPSTi as an isolated structure, computed with ωB97M-V/def2-TZVPD.

Last column: Löwdin spin population.
Element x y z (Å)
C -0.58 0.07 -2.65  0.00
C -1.40 1.06 -1.98  0.00
C -0.51 1.99 -1.32  0.01
C 0.85 1.56 -1.54  0.01
C 0.81 0.36 -2.36  -0.01
Ti -0.22 -0.05 -0.48  0.20
P -0.22 -2.54 -0.40  0.04
H -0.94 -0.70 -3.32  0.00
H -2.49 1.10 -1.99  0.00
H -0.81 2.91 -0.82  0.00
H 1.67 -0.15 -2.77  0.00
H 1.75 2.08 -1.25  0.00
H 0.84 -3.31 -0.95  0.01
H -1.26 -3.28 -1.05  0.00
H -0.31 -3.14 0.91  0.00
S -0.30 -0.59 3.99  0.19
C 1.06 0.50 3.64  0.04
C 1.09 0.83 2.31  0.00
N -0.01 0.35 1.59  0.11
C -0.85 -0.40 2.36  0.36
H 1.79 0.77 4.38  0.00
H 1.79 1.46 1.76  0.00
H -1.75 -0.86 1.96  0.02

Calculated values
LUMO level (alpha / beta) = 0.0135 / 0.0115 Ha
HOMO energy (alpha / beta) = -4.6 / -6.2 eV
Expectation value of S² = 0.785
Orbital gap (alpha / beta) = 0.18277 / 0.23880 hartree
Multiplicity = 2



Record 5
An isolated ion of composition C10H16N and charge +1, computed with ωB97M-V/def2-TZVPD.

Last column: Löwdin spin population.
Element x y z (Å)
C 0.35 3.06 -2.49  0.07
C -0.17 2.28 -1.72  0.02
C -1.35 -1.82 -3.02  0.79
C -0.62 -0.80 -2.59  0.58
C -0.78 1.26 -0.93  0.19
C -0.94 -0.33 -1.36  0.14
C 0.88 1.36 1.65  0.01
C -0.90 -0.39 1.94  0.00
C 1.37 -0.97 1.22  0.00
C 0.36 0.06 1.08  0.02
N 0.15 0.22 -0.40  0.09
H 0.49 3.74 -3.26  0.01
H -1.18 -2.29 -4.03  0.03
H -2.21 -2.06 -2.39  0.04
H 0.31 -0.56 -3.16  0.02
H -1.52 1.58 -0.23  0.01
H -1.67 -0.72 -0.74  0.00
H 1.75 1.56 1.13  0.00
H 0.11 2.07 1.72  0.00
H 1.35 1.20 2.63  0.00
H -0.96 -1.48 1.74  0.00
H -1.76 0.32 1.81  0.00
H -0.42 -0.23 2.94  0.00
H 1.20 -1.85 0.61  0.00
H 2.43 -0.65 0.81  0.00
H 1.60 -1.30 2.26  0.00
H 1.08 0.13 -0.82  0.00

Calculated values
Relative energy (zero: lowest compared OMol25 entry of this formula, charge and spin) = 69.8 kcal per mole
LUMO level (alpha / beta) = -0.0905 / -0.2508 Ha
HOMO energy (alpha / beta) = -9.7 / -14.1 eV
Expectation value of S² = 2.014
Charge = +1
Orbital gap (alpha / beta) = 0.26710 / 0.26866 hartree
Multiplicity = 3



Record 6
A 9-piece molecular cluster, C27H27F9O27 overall, computed with ωB97M-V/def2-TZVPD.

Last column: Mulliken charge in e.
Element x y z (Å)
O 0.13 -1.43 2.59  -0.54
C 0.07 -0.65 1.69  0.40
O -1.07 -0.24 1.13  -0.24
C -0.80 0.31 -0.16  -0.38
C 0.74 0.50 -0.14  0.42
F 1.05 1.83 -0.13  -0.32
O 1.13 -0.08 1.07  -0.17
H -1.07 -0.40 -0.93  0.32
H -1.24 1.30 -0.24  0.13
H 1.23 0.03 -0.99  0.31
O -0.20 -0.13 -3.31  -0.47
C 0.27 0.82 -3.84  0.51
O -0.41 1.65 -4.64  -0.36
C 0.47 2.68 -5.11  -0.48
C 1.71 2.50 -4.26  0.49
F 1.69 3.40 -3.23  -0.28
O 1.58 1.20 -3.76  -0.19
H 0.60 2.52 -6.18  0.30
H -0.01 3.66 -5.01  0.20
H 2.65 2.62 -4.78  0.29
O -5.03 -4.97 3.74  -0.53
C -4.50 -4.22 3.00  0.58
O -5.00 -3.76 1.84  -0.38
C -3.98 -3.01 1.18  -0.17
C -3.01 -2.64 2.31  0.98
F -3.25 -1.41 2.81  -0.31
O -3.26 -3.67 3.22  -0.40
H -3.44 -3.63 0.46  0.28
H -4.41 -2.15 0.67  0.12
H -1.98 -2.76 1.98  -0.18
O -4.22 6.80 -2.45  -0.49
C -3.36 6.01 -2.60  0.51
O -2.08 6.26 -2.97  -0.37
C -1.30 5.13 -2.51  -0.20
C -2.30 4.01 -2.71  0.43
F -2.07 3.02 -1.80  -0.23
O -3.52 4.65 -2.44  -0.32
H -0.38 5.13 -3.08  0.15
H -1.11 5.25 -1.45  0.31
H -2.33 3.54 -3.69  0.20
O -2.14 -6.85 1.08  -0.50
C -1.13 -6.39 1.50  0.58
O -1.06 -5.45 2.47  -0.24
C 0.29 -5.35 2.92  -0.24
C 1.04 -5.83 1.68  0.61
F 2.18 -6.49 2.00  -0.30
O 0.12 -6.71 1.07  -0.38
H 0.47 -4.29 3.07  0.07
H 0.51 -6.01 3.76  0.24
H 1.26 -5.04 0.96  0.21
O -3.63 -0.58 -1.06  -0.29
C -4.40 -0.37 -1.94  0.43
O -4.18 0.40 -3.02  -0.23
C -5.47 0.75 -3.56  -0.48
C -6.28 -0.46 -3.16  0.27
F -6.05 -1.47 -4.07  -0.30
O -5.68 -0.85 -1.96  -0.31
H -5.82 1.68 -3.12  0.33
H -5.33 0.81 -4.64  0.29
H -7.35 -0.34 -3.04  0.30
O 4.00 -2.72 -1.30  -0.55
C 3.87 -2.75 -0.12  0.66
O 2.70 -2.70 0.53  -0.28
C 2.95 -2.56 1.92  0.10
C 4.41 -3.03 2.06  0.21
F 4.53 -4.35 2.37  -0.30
O 4.91 -2.84 0.76  -0.35
H 2.98 -1.50 2.17  -0.12
H 2.26 -3.08 2.57  0.28
H 4.92 -2.40 2.79  0.36
O 0.62 3.17 7.21  -0.49
C 1.05 3.14 6.12  0.62
O 0.71 2.27 5.15  -0.32
C 1.19 2.79 3.87  0.28
C 2.36 3.64 4.34  0.41
F 2.45 4.78 3.59  -0.28
O 2.04 3.97 5.66  -0.34
H 1.43 1.94 3.24  -0.41
H 0.31 3.30 3.47  0.23
H 3.32 3.14 4.33  0.31
O 4.67 3.15 -2.73  -0.49
C 4.88 2.41 -1.84  0.46
O 6.10 2.30 -1.25  -0.37
C 5.93 1.52 -0.07  -0.53
C 4.73 0.67 -0.46  0.35
F 3.99 0.36 0.64  -0.26
O 4.00 1.59 -1.25  -0.04
H 6.78 0.96 0.31  0.35
H 5.59 2.20 0.72  0.30
H 4.97 -0.24 -1.01  0.26

Calculated values
Relative energy (zero: lowest compared OMol25 entry of this formula, charge and spin) = 23.5 kcal per mole
LUMO level = -0.0042 Ha
SMILES string = O=C1OC[C@@H](F)O1.O=C1OC[C@@H](F)O1.O=C1OC[C@@H](F)O1.O=C1OC[C@@H](F)O1.O=C1OC[C@@H](F)O1.O=C1OC[C@@H](F)O1.O=C1OC[C@@H](F)O1.O=C1OC[C@@H](F)O1.O=C1OC[C@@H](F)O1
HOMO energy = -10.8 eV
Orbital gap = 0.39203 hartree